*A*
ORCA calculation (wB97M-V/def2-TZVPD) on 2 unconnected molecules or ions with the total composition C16H17NO.

SMILES string: Cc1c[nH]c2ccccc12.Cc1ccc(O)cc1
Kohn-Sham gap: 8.709 eV
2S+1: 1

Positions of all 35 atoms, in Å:
H (1.36, -0.99, -3.58)
C (-0.73, 1.74, -0.77)
H (1.26, 0.58, -2.63)
C (-3.31, 1.32, 0.20)
C (-1.73, 1.20, -1.58)
C (-2.34, 1.87, 1.03)
C (3.16, -0.77, 0.17)
C (1.61, -0.46, -2.67)
H (-0.90, -2.02, -1.70)
O (-1.46, 1.01, -2.91)
H (3.65, -0.01, -0.42)
C (1.32, -2.27, 0.60)
H (4.41, -0.43, 1.96)
C (2.04, -1.45, -0.30)
H (-3.65, 0.40, -1.77)
N (0.13, -2.54, 0.00)
C (2.86, -1.82, 2.29)
C (3.59, -0.95, 1.47)
H (2.69, -0.25, -2.60)
C (0.04, -1.85, -1.20)
C (-2.80, 2.36, 2.39)
H (-0.65, -2.82, 0.56)
H (-1.97, 2.44, 3.10)
C (1.67, -2.43, 1.94)
H (-4.24, 0.97, 0.62)
H (3.34, -2.15, 3.21)
H (-3.15, 3.40, 2.40)
H (-0.60, 0.66, -3.13)
H (0.27, 1.97, -1.11)
C (1.19, -1.19, -1.43)
C (-1.06, 2.11, 0.53)
C (-2.97, 0.85, -1.07)
H (0.93, -2.87, 2.59)
H (-3.61, 1.71, 2.70)
H (-0.34, 2.69, 1.10)

*B*
ORCA calculation (wB97M-V/def2-TZVPD) on 2 unconnected molecules or ions with the total composition C16H17NO.

SMILES string: Cc1c[nH]c2ccccc12.Cc1ccc(O)cc1
Kohn-Sham gap: 8.640 eV
2S+1: 1

Positions of all 35 atoms, in Å:
C (2.82, -1.96, -3.16)
H (-4.87, 0.02, -0.24)
H (0.63, -0.62, -1.88)
C (-0.88, -0.56, 3.02)
H (-2.95, -2.05, 0.05)
C (3.86, 0.87, -0.89)
H (4.62, 1.28, -0.46)
C (2.65, 1.54, -0.63)
C (1.52, -0.10, -1.78)
C (-2.42, -0.28, 1.13)
H (-2.82, 2.96, 0.84)
C (-4.20, 0.95, -0.42)
H (-3.89, 1.17, -1.47)
N (-1.59, 1.68, 2.14)
C (2.71, -0.67, -2.28)
C (-2.45, -1.60, 0.78)
H (-1.55, 2.17, 3.05)
H (-1.32, -3.43, 1.50)
C (-1.70, -2.50, 1.78)
O (2.71, 2.72, 0.08)
H (-0.65, -2.49, 3.61)
C (3.91, -0.16, -1.77)
C (-1.04, -1.91, 2.82)
H (3.65, 2.89, 0.48)
C (-3.14, 0.87, 0.61)
C (1.44, 1.07, -1.05)
C (-2.58, 1.95, 1.21)
H (-4.82, 1.83, -0.36)
H (3.91, -2.22, -2.84)
H (0.50, 1.53, -0.72)
H (2.17, -2.61, -2.70)
H (-0.26, -0.24, 3.87)
H (2.77, -1.79, -4.24)
H (4.80, -0.56, -2.23)
C (-1.55, 0.25, 2.15)

Top of the stability list: *A*, leading by 0.0805 hartree.

*A*
ORCA calculation (wB97M-V/def2-TZVPD) on Cl2H3NSi in the gas phase.

SMILES string: N[SiH](Cl)Cl
Kohn-Sham gap: 11.058 eV
2S+1: 1

Positions of all 7 atoms, in Å:
H (-1.85, -0.34, 0.80)
Cl (1.53, -1.90, 0.04)
H (0.29, -0.26, -1.88)
N (-1.07, 0.20, 0.54)
H (-0.75, 0.96, 1.04)
Si (0.44, -0.19, -0.41)
Cl (1.41, 1.54, -0.13)

*B*
ORCA calculation (wB97M-V/def2-TZVPD) on 2 unconnected molecules or ions with the total composition Cl2H3NSi.

SMILES string: [H]/N=[SiH]\Cl.Cl
Kohn-Sham gap: 10.401 eV
2S+1: 1

Positions of all 7 atoms, in Å:
H (0.74, -3.27, -1.28)
Cl (-3.13, 0.65, -0.20)
Si (0.10, -2.39, -0.26)
H (-2.53, -0.54, -0.40)
Cl (1.97, -1.67, 0.24)
N (-1.45, -2.16, 0.16)
H (-1.79, -1.49, 0.78)

Top of the stability list: *A*, leading by 0.1159 hartree.

*A*
ORCA calculation (wB97M-V/def2-TZVPD) on 2 unconnected molecules or ions with the total composition C4H7N2OS.

Kohn-Sham gap: 9.649 eV
2S+1: 1
charge: +1

Positions of all 15 atoms, in Å:
S (3.14, -0.13, 0.54)
H (-2.86, 2.09, -1.42)
H (1.65, -0.84, 2.26)
C (2.45, -0.10, -0.98)
H (-1.35, -0.60, 0.22)
N (1.14, -0.43, -0.83)
O (-1.11, 1.28, -0.70)
H (-0.73, -2.32, 0.15)
H (-0.98, -1.25, 1.66)
C (-1.89, 2.13, -0.86)
H (0.54, -0.43, -1.53)
H (-1.69, 3.32, -0.72)
C (0.69, -0.79, 0.36)
C (-0.63, -1.30, 0.63)
N (1.64, -0.64, 1.23)

*B*
ORCA calculation (wB97M-V/def2-TZVPD) on a gas-phase ion, C4H7N2OS (charge +1).

Kohn-Sham gap (spin up / spin down): 7.418 / 5.939 eV
2S+1: 1
charge: +1

Positions of all 15 atoms, in Å:
C (-1.15, 0.01, -0.21)
H (-2.23, -1.94, 0.55)
N (-1.25, -2.23, 0.65)
H (0.82, 0.54, -1.03)
C (0.73, -1.00, 1.02)
S (-1.25, 1.35, 0.94)
C (1.66, 0.65, -0.50)
H (-2.35, 2.03, 0.40)
H (2.50, 1.28, -0.63)
N (-0.51, -1.18, 0.46)
O (-2.00, -0.17, -1.17)
C (1.74, -0.13, 0.59)
H (-2.93, -0.03, -0.94)
H (0.74, -1.72, 1.79)
H (2.56, -0.09, 1.30)

Top of the stability list: *A*, leading by 0.1194 hartree.

*A*
ORCA calculation (wB97M-V/def2-TZVPD) on 2 unconnected molecules or ions with the total composition C4H5ClN2.

Kohn-Sham gap (spin up / spin down): 7.343 / 5.860 eV
2S+1: 1

Positions of all 12 atoms, in Å:
H (-0.61, -0.30, -1.64)
C (0.12, -0.45, -0.89)
C (1.06, -1.35, -0.46)
C (1.51, -0.83, 0.81)
C (0.65, 0.15, 1.18)
Cl (-3.38, 0.46, 0.31)
H (-0.78, 2.05, 0.80)
N (-0.01, 0.53, 0.06)
H (1.67, -2.14, -0.85)
N (-0.83, 1.56, -0.09)
H (-1.84, 1.45, -0.51)
H (2.43, -1.12, 1.28)

*B*
ORCA calculation (wB97M-V/def2-TZVPD) on C4H5ClN2 in the gas phase.

SMILES string: Cc1ccn(Cl)n1
Kohn-Sham gap: 9.060 eV
2S+1: 1

Positions of all 12 atoms, in Å:
N (0.93, -1.01, -0.01)
H (1.80, 2.19, 0.17)
Cl (3.43, -0.24, -0.03)
C (-1.67, -1.08, -0.03)
N (1.72, 0.07, 0.00)
C (-0.17, 1.14, 0.12)
H (-0.79, 1.94, 0.12)
H (-1.66, -1.66, 0.86)
C (-0.52, -0.17, -0.03)
H (-1.60, -1.88, -1.04)
C (1.23, 1.27, 0.09)
H (-2.69, -0.58, -0.22)

Top of the stability list: *B*, leading by 0.0810 hartree.

*A*
ORCA calculation (wB97M-V/def2-TZVPD) on C4H13N2 in the gas phase.

Kohn-Sham gap (spin up / spin down): 4.514 / 9.699 eV
2S+1: 2
⟨S²⟩: 0.751

Positions of all 19 atoms, in Å:
H (-1.33, 0.43, -1.96)
H (0.82, -1.39, 2.78)
H (0.34, 0.41, -2.85)
H (0.49, -1.21, -1.02)
H (-1.15, -0.39, 2.47)
N (0.44, -1.66, 1.86)
H (0.00, 2.81, -1.19)
H (1.36, 0.28, -0.58)
H (0.77, 0.79, 1.14)
C (-0.64, -0.74, 1.49)
H (-0.05, -2.52, 1.94)
C (-0.21, 0.64, -1.92)
H (-0.82, 1.07, 0.47)
N (-0.02, 2.05, -1.82)
C (-0.03, 0.33, 0.65)
H (1.17, -1.79, 1.07)
H (-0.11, 2.43, -2.74)
H (-1.40, -1.35, 0.91)
C (0.38, -0.17, -0.70)

*B*
ORCA calculation (wB97M-V/def2-TZVPD) on C4H13N2 in the gas phase.

Kohn-Sham gap (spin up / spin down): 3.904 / 10.853 eV
2S+1: 2
⟨S²⟩: 0.751

Positions of all 19 atoms, in Å:
C (1.88, -0.01, 0.11)
N (1.73, -1.47, 0.05)
H (2.25, -1.93, 0.78)
C (0.59, 0.73, -0.34)
H (1.98, -1.85, -0.85)
H (0.47, 0.60, -1.43)
H (-1.86, -1.34, 0.93)
H (2.69, 0.43, -0.47)
H (1.99, 0.21, 1.18)
H (-1.64, 2.28, 0.06)
H (-2.80, 0.99, 0.16)
H (-0.25, -1.62, 0.33)
H (-1.55, -1.23, -0.73)
C (-1.82, 1.27, -0.23)
N (-1.10, -1.07, 0.18)
H (0.67, 1.83, -0.22)
H (-1.92, 1.25, -1.32)
C (-0.71, 0.39, 0.36)
H (-0.60, 0.55, 1.43)

Top of the stability list: *B*, leading by 0.0680 hartree.

*A*
ORCA calculation (wB97M-V/def2-TZVPD) on C4H7ClN2 in the gas phase.

SMILES string: [H]/N=C\N/C(C)=C\Cl
Kohn-Sham gap: 9.001 eV
2S+1: 1

Positions of all 14 atoms, in Å:
H (2.36, -0.11, -1.18)
H (-1.51, 0.09, -1.69)
N (2.47, 0.10, -0.15)
N (0.38, 0.12, 1.03)
C (-1.93, -0.08, 0.38)
H (2.21, 0.55, 1.85)
H (0.27, 0.70, -1.61)
C (-0.58, 0.08, 0.04)
H (0.11, 0.22, 1.92)
C (-0.34, -0.11, -1.35)
C (1.68, 0.23, 0.86)
H (-0.24, -1.23, -1.71)
H (-2.57, -0.51, -0.39)
Cl (-2.33, -0.04, 2.00)

*B*
ORCA calculation (wB97M-V/def2-TZVPD) on a molecular structure, C4H7ClN2.

Kohn-Sham gap: 9.996 eV
2S+1: 1

Positions of all 14 atoms, in Å:
H (1.34, 1.34, 0.16)
H (-1.24, 1.34, -1.30)
H (0.89, -0.37, -1.32)
H (1.68, 0.02, 1.21)
C (0.95, 0.51, 0.66)
C (-0.43, -1.45, 0.20)
H (0.00, -2.10, 0.82)
N (-1.69, -1.50, 0.08)
H (-3.07, -0.54, -1.28)
C (-2.17, -0.40, -0.63)
N (-1.24, 0.37, -1.27)
Cl (-2.99, 0.55, 0.73)
H (0.08, 0.82, 1.39)
C (0.33, -0.34, -0.31)

Top of the stability list: *A*, leading by 0.0038 hartree.

*A*
ORCA calculation (wB97M-V/def2-TZVPD) on a molecular structure, C4H7ClN2.

Kohn-Sham gap: 9.682 eV
2S+1: 1

Positions of all 14 atoms, in Å:
C (0.25, 0.16, 1.84)
C (-0.74, -0.04, -0.42)
C (0.32, 0.50, 0.38)
C (1.29, 1.21, -0.19)
H (1.30, 1.39, -1.25)
H (2.08, 1.64, 0.40)
N (-1.96, -0.03, -0.36)
H (0.92, 0.80, 2.41)
N (0.08, -1.04, -1.85)
H (0.44, -1.84, -1.32)
Cl (-1.23, -1.62, -2.79)
H (0.53, -0.88, 2.00)
H (-0.77, 0.29, 2.20)
H (-2.51, -0.53, -1.05)

*B*
ORCA calculation (wB97M-V/def2-TZVPD) on a molecular structure, C4H7ClN2.

Kohn-Sham gap (spin up / spin down): 7.690 / 7.628 eV
2S+1: 1

Positions of all 14 atoms, in Å:
H (1.24, 1.86, -0.22)
C (-0.65, 1.42, 2.35)
H (-2.04, -0.84, 0.38)
H (1.47, 0.45, 0.82)
C (-0.95, -0.78, 0.31)
H (-1.02, 1.05, -0.85)
H (1.30, 0.25, -0.94)
C (0.97, 0.82, -0.07)
N (-0.94, 1.57, 1.10)
Cl (-3.22, 1.51, 1.11)
H (-0.61, -1.40, -0.50)
H (-0.53, -1.14, 1.25)
N (-0.31, 1.41, 3.45)
C (-0.55, 0.67, 0.06)

Top of the stability list: *B*, leading by 0.0033 hartree.